Computed, not measured: an isolated ion of composition C4H14N3 and charge +1 in a non-equilibrium geometry, with ωB97M-V/def2-TZVPD.

ORCA input file:
```
! RIJCOSX wB97M-V def2-TZVPD def2/J DEFGRID3
* xyz 1 1
C 1.50836 0.02177 -0.80383
C -1.16109 -1.27225 -1.46396
C 0.11186 1.11841 1.18198
C 0.40811 -0.18453 0.29602
N -0.58539 2.11904 0.44880
N 0.65951 -1.27011 1.08624
N -1.00012 -0.41492 -0.28261
H 1.54644 -0.86824 -1.38319
H 1.28481 0.82051 -1.50969
H 2.39458 0.36713 -0.18550
H -0.83110 -2.24836 -1.19159
H -2.15408 -1.33810 -1.84271
H -0.73538 -0.92106 -2.38358
H 1.07755 1.39347 1.56031
H -0.39531 0.79791 2.16627
H 0.09036 2.47780 -0.15821
H -0.87125 2.77687 1.14846
H 1.50323 -1.79500 1.27536
H -0.03010 -1.36825 1.82914
H -1.34001 0.55942 -0.39124
H -1.48099 -0.77152 0.60353
*
```

## Properties
* LUMO: -2.883 eV
* E_HOMO: -13.67 eV
* Kohn-Sham gap: 10.789 eV
* SMILES string: C[NH2+][C@](C)(N)CN
* energy relative to the best compared isomer or geometry (same formula, charge and spin): 36.5 kcal/mol
* calculated total energy: -324.806619 Eh

Here are the natural (NBO) charges for atoms 1 to 6, given in e: -0.64 -0.44 -0.26 0.31 -0.85 -0.88